Formula: ClH2NOS
Source: the OMol25 dataset
Level of theory: ωB97M-V/def2-TZVPD

The value obtained for the lowest unoccupied orbital energy (spin up / spin down) is 0.0158 / -0.0717 Eh. For the molar mass, the calculation gives 99.54 g mol⁻¹. The calculation puts the electronic energy at -26924.1718 eV. The expectation value of S² is 2.008. For the HOMO energy (spin up / spin down), the calculation gives -8.3 / -11.0 eV. For the max |F|, the calculation gives 0.087 Eh/bohr. For the HOMO-LUMO gap (spin up / spin down), the calculation gives 8.69 / 9.00 eV. Its net charge is 0. The multiplicity is 3.

Atoms and positions in Å:
N  -1.34  0.08  0.08
O  1.53  -1.04  -0.16
S  1.15  0.25  -0.57
Cl  1.63  1.62  0.83
H  -1.19  -0.75  0.69
H  -1.78  -0.17  -0.86

Just the Löwdin charges please, in e? Sure, here they are: -0.01, -0.58, 0.43, 0.16, -0.01, 0.01